(1)
C20H24N3O5S2SeSiTeTi | the ωB97M-V functional and the def2-TZVPD basis

Each line ends with the Mulliken charge.
Positions of all 58 atoms, in Å:
Te1 -0.34 2.72 2.50  0.1515
Se1 -1.95 -2.48 2.17  -0.4495
Ti1 -0.35 -0.92 0.93  0.7367
S1 0.89 -2.73 -1.00  1.1229
S2 3.50 -1.76 1.94  -0.3055
Si1 -3.47 -3.46 0.81  0.5196
O1 -0.27 2.49 -1.58  -0.7516
O2 -0.32 -1.96 -1.27  -0.4544
O3 2.42 1.72 2.54  -0.5737
O4 0.79 -4.14 -1.26  -0.7279
O5 0.27 -0.24 2.25  -0.7790
N1 -2.20 0.04 0.09  -0.2365
N2 0.28 0.76 -0.15  0.4764
N3 1.31 -2.29 0.51  -0.2635
C1 2.65 -1.97 0.58  0.1950
C2 1.45 1.66 1.86  0.4282
C3 0.47 4.53 1.76  -0.1831
C4 2.06 6.33 1.96  -0.5427
C5 0.03 5.07 0.56  -0.0772
C6 2.32 -2.09 -1.79  0.4713
C7 -2.99 -3.57 -1.00  -0.9097
C8 4.79 -1.16 -2.48  -0.5636
C9 -5.11 -2.54 0.90  -1.1051
C10 1.45 1.45 0.34  -0.7718
C11 1.49 5.17 2.46  -0.1730
C12 -1.89 0.81 -1.12  -0.4248
C13 2.61 -1.98 -3.13  -0.6874
C14 1.61 6.88 0.77  -0.3160
C15 -0.52 1.45 -0.98  0.4123
C16 4.48 -1.31 -1.13  -0.5966
C17 3.86 -1.49 -3.47  -0.4796
C18 -3.76 -5.21 1.43  -1.1195
C19 3.22 -1.78 -0.79  0.1018
C20 0.59 6.24 0.07  -0.6377
H1 5.18 -1.06 -0.35  0.4532
H2 5.76 -0.79 -2.76  0.3823
H3 -4.05 -5.21 2.48  0.3007
H4 1.50 2.48 -0.03  0.4678
H5 -2.49 0.66 0.85  0.2368
H6 -2.82 -2.60 -1.46  0.1842
H7 -5.05 -1.55 0.45  0.3473
H8 -0.73 4.56 -0.02  0.2627
H9 -5.90 -3.09 0.38  0.3340
H10 -2.86 -5.80 1.33  0.2692
H11 2.05 7.78 0.38  0.3552
H12 -3.80 -4.07 -1.55  0.4355
H13 0.25 6.65 -0.88  0.3709
H14 1.88 -2.24 -3.89  0.4626
H15 4.13 -1.36 -4.51  0.3910
H16 -5.42 -2.40 1.94  0.2695
H17 -1.88 0.13 -1.97  0.1411
H18 2.86 6.82 2.51  0.3504
H19 -2.62 1.60 -1.32  0.4329
H20 1.85 4.75 3.39  0.3747
H21 -4.56 -5.69 0.86  0.3208
H22 -2.07 -4.15 -1.13  0.2154
H23 -2.94 -0.63 -0.04  -0.0078
H24 2.38 0.94 0.07  0.1631

DFT total energy ... -161147.302 eV
Charge ... -1
Relative energy (zero: lowest compared OMol25 entry of this formula, charge and spin) ... 50.6 kJ/mol
Highest occupied orbital energy ... -5.2279 eV

(2)
CH3F3NPS3 | the ωB97M-V functional and the def2-TZVPD basis

Each line ends with the Mulliken charge.
Positions of all 12 atoms, in Å:
S1 -2.56 -0.97 0.90  -0.3018
S2 -1.47 0.04 -1.94  -0.2968
S3 -0.08 2.81 0.90  -0.1958
P1 -1.11 0.25 0.05  0.3469
F1 2.16 0.46 0.86  -0.2072
F2 2.45 -1.22 -0.39  -0.2707
F3 1.45 0.56 -1.13  -0.1963
N1 0.23 -0.76 0.32  -0.2214
C1 1.54 -0.24 -0.05  0.6427
H1 0.32 -1.56 1.00  0.2903
H2 -0.69 1.08 -2.62  0.2171
H3 -2.23 -0.45 2.12  0.1930

DFT total energy ... -52520.970 eV
Relative energy (zero: lowest compared OMol25 entry of this formula, charge and spin) ... 235.1 kJ/mol
Highest occupied orbital energy (alpha / beta) ... -8.9217 / -8.7416 eV

(3)
C46H94N2O16S7 | the ωB97M-V functional and the def2-TZVPD basis

Each line ends with the Mulliken charge.
Positions of all 165 atoms, in Å:
S1 -10.56 -5.39 -2.50  1.0368
S2 -10.54 3.31 3.12  1.0745
S3 4.35 0.82 8.27  1.1081
S4 -7.52 -7.17 6.52  1.0583
S5 4.38 6.67 -6.02  1.0363
S6 -1.22 6.17 0.90  1.0350
S7 -4.16 -0.89 -9.80  1.0290
O1 -7.38 -5.89 5.86  -0.6198
O2 -1.73 5.22 -0.12  -0.6348
O3 -10.14 2.47 1.92  -0.6531
O4 3.02 0.51 7.84  -0.6307
O5 -10.14 4.70 3.25  -0.6316
O6 -1.40 -1.10 -1.61  -0.4822
O7 -9.95 -6.47 -1.64  -0.6516
O8 -3.42 -2.09 -9.34  -0.6171
O9 4.61 1.93 9.16  -0.6404
O10 -5.49 -1.10 -10.42  -0.6423
O11 -0.56 7.46 0.63  -0.6170
O12 -11.97 -5.51 -2.91  -0.6337
O13 4.94 5.54 -6.77  -0.6234
O14 13.36 0.81 -2.29  -0.4838
O15 -8.73 -7.92 6.29  -0.6242
O16 4.05 6.56 -4.60  -0.6243
N1 12.53 -0.14 -1.67  0.2135
N2 -0.85 -1.66 -0.51  0.4923
C1 -2.80 -1.19 0.92  -1.9520
C2 1.24 -2.54 0.64  -1.0700
C3 -10.10 2.37 4.67  -0.7083
C4 -2.44 -3.47 0.00  -1.7303
C5 6.31 -0.38 6.78  -0.5492
C6 -6.03 -8.27 6.21  -0.6894
C7 -0.24 5.20 2.07  -0.7102
C8 -0.48 5.76 3.53  -0.6483
C9 6.40 -1.01 8.22  -0.6999
C10 -9.76 -2.87 -2.88  -0.5760
C11 -12.37 3.19 3.32  -0.6392
C12 11.74 1.46 0.08  -1.6547
C13 -2.02 6.04 3.65  -0.5096
C14 0.53 -2.09 -0.77  1.1776
C15 10.61 -1.76 -1.63  -1.1567
C16 11.89 -1.15 -3.76  -1.7798
C17 -0.91 -2.63 1.86  -1.1498
C18 5.40 0.89 6.74  -0.5980
C19 3.07 7.58 -6.96  -0.6604
C20 10.30 -1.34 -0.18  -0.6157
C21 -1.74 -2.21 0.57  1.5819
C22 0.47 -3.30 1.60  -0.6328
C23 13.72 0.07 0.56  -1.8536
C24 0.58 -3.39 -1.66  -1.6246
C25 5.15 -0.67 9.06  -0.6703
C26 5.13 9.05 -7.23  -0.6110
C27 -9.69 -3.57 -4.20  -0.5451
C28 -4.12 0.42 -8.53  -0.7147
C29 -11.38 2.51 5.51  -0.5727
C30 5.70 7.98 -6.27  -0.5972
C31 -3.11 0.17 -10.90  -0.5593
C32 -2.54 6.43 2.24  -0.6957
C33 10.33 0.56 -2.88  -1.7444
C34 -5.85 -7.97 8.58  -0.6541
C35 -2.62 1.37 -10.07  -0.7193
C36 11.72 -1.09 0.44  -1.3880
C37 -2.84 1.18 -8.62  -0.5580
C38 11.31 -0.62 -2.43  1.5080
C39 12.40 0.14 -0.24  1.5176
C40 -5.01 -7.81 7.34  -0.5351
C41 -7.09 -7.00 8.34  -0.6990
C42 3.88 8.46 -7.94  -0.6670
C43 -10.31 -3.76 -1.74  -0.5371
C44 -9.49 -5.09 -4.02  -0.7327
C45 1.34 -0.99 -1.44  -1.8916
C46 -12.63 2.42 4.62  -0.5483
H1 -6.19 -8.99 8.76  0.3212
H2 -2.05 0.54 -8.21  0.3009
H3 11.19 -2.68 -1.71  0.3787
H4 14.23 -0.89 0.66  0.4005
H5 9.84 -2.16 0.36  0.3892
H6 -2.67 2.03 -7.95  0.3670
H7 -4.65 -6.78 7.25  0.2998
H8 12.33 -1.98 0.25  0.4251
H9 0.12 6.65 3.67  0.3182
H10 11.14 -1.26 -4.53  0.3870
H11 10.81 1.67 -0.43  0.2963
H12 4.82 0.92 5.82  0.3416
H13 -0.06 5.13 4.32  0.3791
H14 2.29 -1.29 -1.88  0.3761
H15 -8.78 -2.72 -2.44  0.2137
H16 -12.78 4.20 3.29  0.3628
H17 11.51 -0.98 1.50  0.4695
H18 -13.50 2.91 5.05  0.2773
H19 -6.83 -5.94 8.42  0.3724
H20 4.76 9.91 -6.68  0.3060
H21 5.23 -0.45 10.12  0.3994
H22 -9.55 -3.80 -0.97  0.3780
H23 0.41 -4.34 1.28  0.3657
H24 -3.29 -3.75 0.62  0.4493
H25 9.53 0.84 -2.19  0.3808
H26 -3.55 -1.06 0.14  0.3947
H27 -8.83 -3.27 -4.80  0.3358
H28 -6.27 -9.32 6.38  0.3532
H29 9.62 0.16 -3.60  0.5059
H30 0.81 5.23 1.80  0.4413
H31 1.35 -0.14 -0.75  0.3882
H32 -1.60 1.54 -10.42  0.3027
H33 2.34 6.86 -7.33  0.4291
H34 -12.89 1.39 4.36  0.3054
H35 12.66 -0.51 -4.17  0.3935
H36 -3.79 0.56 -11.66  0.2926
H37 0.74 -0.74 -2.31  0.4651
H38 9.63 -1.92 -2.08  0.3739
H39 11.53 1.58 1.14  0.3788
H40 10.82 1.45 -3.26  0.3490
H41 -3.18 2.27 -10.34  0.3216
H42 -1.51 -3.29 2.49  0.4223
H43 -3.35 5.77 1.92  0.3240
H44 -3.32 -1.42 1.86  0.3825
H45 -9.26 2.96 5.04  0.3977
H46 -4.89 1.14 -8.82  0.3208
H47 -5.40 -7.75 9.55  0.3277
H48 -2.14 6.89 4.31  0.2545
H49 5.88 9.42 -7.92  0.3057
H50 12.36 -2.12 -3.56  0.3982
H51 1.53 -1.63 1.16  0.3380
H52 12.43 2.25 -0.25  0.3950
H53 -3.06 7.39 2.16  0.4237
H54 6.68 7.55 -6.47  0.4041
H55 2.16 -3.08 0.42  0.3983
H56 0.10 -3.21 -2.62  0.3592
H57 -4.28 -0.11 -7.59  0.4464
H58 7.37 -0.15 6.61  0.2838
H59 9.64 -0.48 -0.05  0.3238
H60 -2.49 -0.57 -11.39  0.4299
H61 0.00 -4.15 -1.14  0.2978
H62 -5.70 -8.09 5.19  0.3935
H63 14.48 0.74 0.17  0.4413
H64 -11.31 3.44 6.06  0.3084
H65 -9.69 -5.83 -4.80  0.4370
H66 -0.68 -1.74 2.43  0.3930
H67 -11.31 -3.41 -1.47  0.3154
H68 -0.61 4.17 2.05  0.3246
H69 6.00 -1.22 6.17  0.2973
H70 0.93 -3.40 2.58  0.3635
H71 4.15 7.82 -8.77  0.3109
H72 -7.95 -7.28 8.96  0.3838
H73 5.88 8.47 -5.31  0.2967
H74 -1.51 -0.18 -1.39  0.3348
H75 -1.80 -4.32 -0.23  0.3218
H76 -10.30 -1.93 -2.98  0.3258
H77 13.51 0.28 1.61  0.4039
H78 1.55 -3.75 -2.00  0.4186
H79 3.40 9.30 -8.43  0.3749
H80 5.81 1.89 6.87  0.3496
H81 2.62 8.24 -6.22  0.3195
H82 6.63 -2.07 8.14  0.4096
H83 -9.90 1.36 4.30  0.3535
H84 -11.37 1.67 6.21  0.3317
H85 -8.46 -5.19 -3.68  0.3161
H86 -12.78 2.70 2.43  0.3419
H87 -2.32 -0.21 0.98  0.4462
H88 4.55 -1.58 9.07  0.3365
H89 -2.94 -3.22 -0.95  0.3666
H90 14.25 0.43 -2.30  0.3474
H91 -10.60 -3.47 -4.77  0.3176
H92 -4.11 -8.42 7.42  0.3117
H93 7.31 -0.56 8.62  0.2626
H94 -2.55 5.17 4.05  0.3150

DFT total energy ... -160802.226 eV
Relative energy (zero: lowest compared OMol25 entry of this formula, charge and spin) ... 366.4 kJ/mol
Structure (SMILES) ... CC1(C)CCCC(C)(C)N1O.CC1(C)CCCC(C)(C)N1O.O=S1(=O)CCCC1.O=S1(=O)CCCC1.O=S1(=O)CCCC1.O=S1(=O)CCCC1.O=S1(=O)CCCC1.O=S1(=O)CCCC1.O=S1(=O)CCCC1
Highest occupied orbital energy ... -7.7352 eV

(4)
C21H51BI2N4O12PS3 | the ωB97M-V functional and the def2-TZVPD basis

Each line ends with the Mulliken charge.
Positions of all 95 atoms, in Å:
I1 -0.06 2.29 0.94  0.1625
I2 -2.73 0.00 -2.35  0.1387
S1 -0.48 -0.58 -8.73  1.1763
S2 -0.98 0.16 5.17  1.2389
S3 -4.34 3.68 9.84  1.2320
P1 2.25 -3.12 -2.06  0.5230
O1 2.22 -1.64 1.08  -0.6248
O2 -1.98 1.15 4.91  -0.6354
O3 -0.67 0.81 -8.42  -0.6185
O4 -0.71 0.08 6.75  -0.2781
O5 4.35 -1.67 -8.56  -0.5444
O6 2.31 0.51 2.17  -0.5894
O7 -1.86 -1.36 -8.45  -0.3103
O8 0.29 0.16 4.48  -0.7164
O9 -3.25 2.90 10.35  -0.6308
O10 0.60 -1.34 -8.15  -0.5860
O11 -5.72 2.93 10.18  -0.2655
O12 -4.49 5.08 10.16  -0.6030
N1 0.12 -0.58 -1.80  0.4658
N2 2.40 -1.41 -2.23  0.5957
N3 2.18 0.70 -1.47  0.2328
N4 2.23 -4.01 -3.38  -0.8338
C1 -0.46 -0.78 -10.48  -1.0257
C2 -4.41 3.50 8.09  -0.9995
C3 -6.44 3.75 12.36  -0.9914
C4 -0.55 2.40 7.53  -0.9671
C5 4.43 -2.28 -6.17  -0.7064
C6 2.91 -0.67 -4.72  -0.5465
C7 -5.99 2.56 11.54  -0.3326
C8 -0.82 -0.79 0.94  -0.3257
C9 4.71 -1.45 -2.91  -1.8962
C10 -2.18 -1.72 -7.10  -0.3687
C11 -0.81 0.49 -1.38  -0.9061
C12 1.42 -0.50 -1.83  -1.0553
C13 3.68 -2.43 -7.55  -0.3097
C14 -1.71 -1.44 5.00  -0.8951
C15 3.15 0.74 -2.63  -1.2819
C16 4.17 -0.80 -5.68  -1.1864
C17 3.10 0.53 -0.28  -0.5069
C18 -1.09 0.54 0.16  -0.7606
C19 0.15 1.07 7.34  -0.3989
C20 -2.69 -0.53 -6.32  -0.7408
C21 3.30 -0.76 -3.21  1.4333
B1 2.51 -0.25 1.00  0.7602
H1 4.85 -2.34 -3.55  0.3418
H2 -3.56 4.03 7.66  0.3639
H3 -1.38 -0.37 -10.90  0.3673
H4 4.81 -1.72 -1.84  0.5389
H5 4.04 -3.03 -5.45  0.4415
H6 -0.29 -1.46 -2.12  0.4479
H7 -0.38 -1.84 -10.72  0.3255
H8 -3.05 -0.84 -5.33  0.1829
H9 -6.78 1.81 11.51  0.2714
H10 -3.50 -0.03 -6.85  0.2752
H11 0.08 3.09 8.10  0.4517
H12 -0.47 1.45 -1.81  0.5781
H13 1.62 0.12 2.73  0.3416
H14 -0.08 -0.60 1.75  -0.0359
H15 2.64 -2.06 -7.39  0.0873
H16 1.05 -3.35 -1.30  0.1120
H17 3.36 -3.56 -1.26  0.1148
H18 3.76 -1.62 -9.31  0.3115
H19 -1.76 -1.05 1.49  0.2848
H20 -7.27 4.26 11.87  0.2683
H21 2.44 0.30 -5.00  0.4116
H22 4.04 -0.02 -0.57  0.2452
H23 5.51 -2.41 -6.39  0.2869
H24 -0.77 2.86 6.56  0.3001
H25 2.67 1.48 -3.30  0.4153
H26 -2.03 -1.55 3.96  0.2621
H27 -2.96 -2.48 -7.16  0.2995
H28 3.71 -3.50 -7.85  0.3733
H29 1.07 1.18 6.76  0.3000
H30 -5.64 4.47 12.49  0.2972
H31 5.07 -0.31 -5.26  0.4939
H32 -1.90 0.21 -6.17  0.3023
H33 -1.50 2.27 8.05  0.2302
H34 -1.31 -2.18 -6.62  0.2445
H35 1.43 -1.88 0.60  0.2444
H36 0.44 0.67 8.32  0.3036
H37 -0.58 -1.67 0.31  0.1912
H38 2.29 -3.37 -4.17  0.2341
H39 4.14 1.22 -2.42  0.3625
H40 2.19 -1.45 -5.06  0.0905
H41 0.40 -0.24 -10.87  0.3792
H42 -2.17 0.77 0.28  0.7637
H43 3.91 -0.21 -6.59  0.5665
H44 -5.11 2.08 11.98  0.3200
H45 -6.77 3.42 13.35  0.3864
H46 -5.34 3.93 7.72  0.3942
H47 -4.35 2.44 7.84  0.2965
H48 5.48 -0.67 -3.12  0.4788
H49 3.41 1.54 0.06  0.2182
H50 -0.97 -2.20 5.24  0.3197
H51 -2.57 -1.51 5.66  0.3961

DFT total energy ... -111798.525 eV
Charge ... +1
Relative energy (zero: lowest compared OMol25 entry of this formula, charge and spin) ... 212.3 kJ/mol
Highest occupied orbital energy ... -11.8913 eV

- Which value of relative energy (zero: lowest compared OMol25 entry of this formula, charge and spin) does entry 3 give?
  366.4 kJ/mol